[1]
Molecular formula: C3H3NO2P2
Method: DFT, the ωB97M-V functional and the def2-TZVPD basis

Positions of all 11 atoms, in Å:
C -0.184 0.358 1.048
C -0.981 -0.424 -1.811
C 0.691 1.440 0.549
N -0.494 -1.276 -1.131
O 0.389 -0.791 1.346
O -1.355 0.502 -2.366
P -0.598 -2.796 -0.418
P 0.213 -2.370 1.454
H 0.110 1.955 -0.314
H 1.710 1.267 0.260
H 0.500 2.134 1.382

**Net charge**: 0
**HOMO-LUMO gap (spin up / spin down)**: 7.15 / 7.15 eV

[2]
Molecular formula: C3H3NO2S
Method: DFT, the ωB97M-V functional and the def2-TZVPD basis

Positions of all 10 atoms, in Å:
C -0.068 -1.437 -1.272
C -1.636 0.594 -1.508
C 0.067 -0.406 -0.144
N -0.946 0.641 -0.411
O -2.498 0.881 -2.255
O 2.095 -2.707 -0.673
S 0.885 -2.686 -1.573
H -0.046 -0.575 0.945
H 1.047 -0.102 -0.259
H -1.095 1.192 0.451

**Net charge**: 0
**HOMO-LUMO gap (spin up / spin down)**: 7.11 / 7.09 eV

[3]
Molecular formula: C3H3NO2S
Method: DFT, the ωB97M-V functional and the def2-TZVPD basis

Positions of all 10 atoms, in Å:
C 0.603 0.088 -0.186
C -0.478 1.279 1.188
C -0.708 -0.264 -0.256
H 2.419 -1.400 -0.308
H -0.874 1.986 1.901
H -0.751 -1.582 -1.562
N 0.719 1.101 0.765
O -1.421 0.483 0.609
O -1.402 -1.142 -0.974
S 1.893 -0.549 -1.177

**Net charge**: 0
**SMILES**: Oc1ocnc1S
**HOMO-LUMO gap**: 9.50 eV

[4]
Molecular formula: C3H3NO2S
Method: DFT, the ωB97M-V functional and the def2-TZVPD basis

Positions of all 10 atoms, in Å:
C -1.276 0.961 -0.003
C -0.316 0.350 1.010
C 0.583 -0.434 0.106
H 0.207 1.090 1.602
H -0.917 -0.361 1.596
H -1.201 0.700 -2.109
N -1.078 0.278 -1.177
O -2.114 1.810 0.183
O 0.121 -0.438 -1.144
S 1.965 -1.226 0.510

**Net charge**: 0
**SMILES**: O=C1CC(=S)ON1
**HOMO-LUMO gap**: 9.08 eV

[5]
Molecular formula: C3H3NO2S
Method: DFT, the ωB97M-V functional and the def2-TZVPD basis

Positions of all 10 atoms, in Å:
C -1.272 -0.674 0.009
C 1.177 -0.698 -0.048
C 0.138 1.402 -0.051
H -1.131 -1.696 0.194
H 1.095 -1.755 -0.144
H 1.252 1.619 -0.024
N -0.042 -0.019 -0.076
O 2.302 -0.231 0.089
O -0.719 2.228 0.035
S -2.800 -0.174 0.016

**Net charge**: 0
**SMILES**: O=CN(C=O)C=S
**HOMO-LUMO gap**: 8.52 eV

[6]
Molecular formula: C3H3NO2S2
Method: DFT, the ωB97M-V functional and the def2-TZVPD basis

Positions of all 11 atoms, in Å:
C 0.943 -0.355 0.225
C -0.143 -1.038 0.607
C 0.640 1.136 -0.055
H 3.315 0.260 0.685
H -0.165 -2.018 0.939
H -2.169 -0.477 -1.524
N -1.249 -0.144 0.678
O -0.777 1.174 0.306
O 1.185 2.164 -0.198
S 2.517 -0.954 -0.296
S -2.776 -0.416 -0.352

**Net charge**: 0
**HOMO-LUMO gap**: 8.79 eV

[7]
Molecular formula: C3H3NO3
Method: DFT, the ωB97M-V functional and the def2-TZVPD basis

Positions of all 10 atoms, in Å:
N 0.133 0.520 -0.249
C -0.507 -0.592 0.257
O 0.068 -1.512 0.785
C 1.566 0.512 -0.255
O 2.222 0.628 0.735
C -2.031 -0.609 0.070
O -2.665 -1.584 0.361
H -0.349 1.141 -0.887
H 2.003 0.337 -1.251
H -2.513 0.302 -0.344

**Net charge**: 0
**SMILES**: O=CNC(=O)C=O
**HOMO-LUMO gap**: 9.80 eV

[8]
Molecular formula: C3H3NO3
Method: DFT, the ωB97M-V functional and the def2-TZVPD basis

Positions of all 10 atoms, in Å:
N -1.213 -0.794 -0.675
C -0.476 0.180 -0.443
O 0.059 0.718 0.696
C 0.145 -0.041 1.825
O -0.173 -1.190 1.928
C 1.134 0.330 -1.775
O -0.020 0.929 -1.528
H -1.390 -1.350 0.153
H 0.549 0.589 2.627
H 1.386 0.628 -2.807

**Net charge**: 0
**HOMO-LUMO gap**: 9.53 eV

[9]
Molecular formula: C3H3NO3
Method: DFT, the ωB97M-V functional and the def2-TZVPD basis

Positions of all 10 atoms, in Å:
C -0.106 -0.264 -0.404
C 0.840 -0.559 0.506
C 0.135 1.499 0.963
H -1.651 -0.886 -1.391
H -0.444 -1.804 -1.507
H 1.529 -1.393 0.654
N -0.674 -0.811 -1.483
O 1.053 0.635 1.298
O -0.182 2.561 1.485
O -0.501 1.022 -0.120

**Net charge**: 0
**SMILES**: Nc1coc(=O)o1
**HOMO-LUMO gap**: 9.58 eV

[10]
Molecular formula: C3H3NO3
Method: DFT, the ωB97M-V functional and the def2-TZVPD basis

Positions of all 10 atoms, in Å:
N -0.931 0.520 -0.570
C 0.092 0.283 0.251
O 1.172 -0.046 -0.479
C 2.274 -0.335 0.307
O 2.318 -0.311 1.492
C -2.101 0.136 0.149
O -2.869 -0.665 -0.299
H -0.929 0.331 -1.583
H 3.082 -0.580 -0.387
H -2.142 0.570 1.168

**Net charge**: 0
**HOMO-LUMO gap**: 10.29 eV

[11]
Molecular formula: C3H3NO4
Method: DFT, the ωB97M-V functional and the def2-TZVPD basis

Positions of all 11 atoms, in Å:
C 0.978 -0.139 0.663
C 0.000 0.145 1.518
C 0.301 0.110 -0.653
H 2.359 -1.153 0.232
H -0.096 -0.041 2.634
H -2.251 -1.362 -0.706
N -1.032 0.524 -0.450
O 2.196 -0.247 1.110
O -1.296 0.438 0.921
O -1.841 -0.264 -1.342
O 0.883 -0.152 -1.712

**Net charge**: 0
**HOMO-LUMO gap**: 8.86 eV

[12]
Molecular formula: C3H3NOS
Method: DFT, the ωB97M-V functional and the def2-TZVPD basis

Positions of all 9 atoms, in Å:
C 1.672 0.150 0.265
C -0.759 0.488 0.000
C 0.400 -0.392 0.342
N 2.775 0.322 0.089
O -1.875 -0.097 -0.432
S 0.337 -1.951 0.492
H -0.232 1.298 -0.528
H -1.014 1.119 0.864
H -1.303 -0.937 -1.093

**Net charge**: 0
**SMILES**: N#CC(=S)CO
**HOMO-LUMO gap**: 8.34 eV

[13]
Molecular formula: C3H3NOS
Method: DFT, the ωB97M-V functional and the def2-TZVPD basis

Positions of all 9 atoms, in Å:
C -1.638 0.529 -0.277
C -1.096 1.868 -0.105
C -0.272 -0.102 -0.204
N 0.260 1.110 0.458
O -1.145 3.009 -0.362
S -3.016 -0.139 -0.704
H -0.235 -0.914 0.474
H 0.001 -0.375 -1.168
H 1.051 1.396 -0.017

**Net charge**: 0
**SMILES**: O=C1NCC1=S
**HOMO-LUMO gap**: 7.83 eV

[14]
Molecular formula: C3H3NOS
Method: DFT, the ωB97M-V functional and the def2-TZVPD basis

Positions of all 9 atoms, in Å:
C 1.658 -0.435 0.067
C 0.280 1.650 -0.088
C 0.635 0.378 0.466
N 2.596 -0.987 -0.231
O -0.732 2.266 0.115
S -1.802 -1.161 0.095
H 0.875 1.914 -1.003
H 0.444 0.334 1.485
H -1.552 0.153 0.324

**Net charge**: 0
**HOMO-LUMO gap (spin up / spin down)**: 5.94 / 5.92 eV

[15]
Molecular formula: C3H3NOS
Method: DFT, the ωB97M-V functional and the def2-TZVPD basis

Positions of all 9 atoms, in Å:
C 1.067 0.338 0.955
C -0.864 -0.615 -1.719
C -0.047 0.181 -0.295
N 0.636 -0.460 1.799
O -0.750 1.133 -0.059
S -1.692 0.341 -2.602
H 1.662 1.221 0.923
H -0.874 -1.775 -1.752
H 0.861 -0.365 2.751

**Net charge**: 0
**SMILES**: [H]/N=C/C(=O)C=S
**HOMO-LUMO gap**: 8.12 eV

[16]
Molecular formula: C3H3NOS2
Method: DFT, the ωB97M-V functional and the def2-TZVPD basis

Positions of all 10 atoms, in Å:
C -0.247 -1.709 -0.337
C -1.783 0.029 0.236
C 0.782 0.759 -0.028
N -1.431 -1.062 -0.201
O -2.597 0.815 0.458
S 1.200 -0.869 -0.477
S 1.954 2.070 0.280
H -0.397 -2.763 -0.714
H 0.071 0.996 -0.740
H 2.448 1.733 1.523

**Net charge**: 0
**HOMO-LUMO gap (spin up / spin down)**: 6.69 / 6.89 eV

[17]
Molecular formula: C3H3NOS2
Method: DFT, the ωB97M-V functional and the def2-TZVPD basis

Positions of all 10 atoms, in Å:
C 0.342 1.944 -1.719
C -0.088 0.000 1.549
C -1.003 -2.184 1.021
N 1.508 1.993 -1.972
O -0.434 -1.023 0.953
S 1.159 0.943 1.802
S -1.128 2.110 -1.252
H -1.629 -2.475 0.202
H -0.909 -2.787 1.908
H 2.182 1.478 -2.494

**Net charge**: 0
**HOMO-LUMO gap (spin up / spin down)**: 7.48 / 7.99 eV

[18]
Molecular formula: C3H3NOS2
Method: DFT, the ωB97M-V functional and the def2-TZVPD basis

Positions of all 10 atoms, in Å:
C 1.146 1.304 -0.740
C 0.792 -0.154 0.951
C -0.411 -0.688 -0.197
N 1.423 0.843 0.385
O 0.994 -0.803 1.911
S -0.254 0.416 -1.592
S -2.006 -0.536 0.674
H 1.521 2.090 -1.249
H -0.114 -1.639 -0.533
H -2.557 -0.716 -0.443

**Net charge**: 0
**SMILES**: O=C1N=CS[C@@H]1S
**HOMO-LUMO gap**: 8.82 eV

[19]
Molecular formula: C3H3NS
Method: DFT, the ωB97M-V functional and the def2-TZVPD basis

Positions of all 8 atoms, in Å:
C 0.422 -0.627 0.012
C -0.444 -0.152 -1.073
C -1.700 0.507 -0.401
H -0.002 -1.311 0.592
H 0.114 0.639 -1.864
H -1.338 -1.150 -1.672
N -2.702 0.406 0.175
S 1.905 0.038 0.656

**Net charge**: 0
**HOMO-LUMO gap**: 8.00 eV

[20]
Molecular formula: C3H3NS2
Method: DFT, the ωB97M-V functional and the def2-TZVPD basis

Positions of all 9 atoms, in Å:
C 1.846 0.336 -0.618
C -0.815 0.589 -0.269
C -0.566 -0.531 0.609
N 2.624 -0.422 -0.238
S -2.141 1.442 -0.590
S 0.555 1.320 -1.128
H -0.605 -0.392 1.667
H -1.256 -1.263 0.266
H 0.357 -1.079 0.302

**Net charge**: 0
**HOMO-LUMO gap**: 8.66 eV

Summary of relative energy (zero: lowest compared OMol25 entry of this formula, charge and spin) in kJ/mol
121.99; 566.11; 150.31; 254.96; 186.08; 377.39; 154.44; 440.42; 129.31; 269.74; 837.74; 260.08; 198.35; 418.50; 393.39; 337.69; 519.72; 173.20; 282.97; 58.21
(order as listed above)